Molecular formula: C29H21CdCl2I2N8O3
Method: DFT, ωB97M-V/def2-TZVPD

```
66
Properties=species:S:1:pos:R:3:forces:R:3
Cd 0.204404 0.218686 0.065979 -0.03 -0.23 0.12
I -2.632880 -5.060604 4.798017 -0.14 0.22 -0.24
C -1.559953 -3.616436 3.702206 0.55 0.15 0.70
C -0.241474 -3.958281 3.365545 -1.64 -1.52 -0.16
C 0.630295 -3.074350 2.847654 0.85 1.44 -0.54
I 2.576157 -3.721143 2.423997 -0.12 0.20 -0.17
C 0.261101 -1.710896 2.612478 -0.04 -0.54 0.15
O 1.020896 -0.853367 2.048835 -0.29 -0.07 0.16
C -1.058722 -1.387869 3.096858 1.24 1.14 -0.62
C -1.365988 0.069863 3.029740 -1.88 -0.05 0.05
N -1.564310 0.556725 1.669482 0.54 0.64 -1.39
C -2.897706 0.211833 1.098270 1.83 0.51 -0.90
C -3.061696 0.857576 -0.298902 -2.19 1.12 1.58
C -4.166649 1.697823 -0.616473 0.67 -0.20 0.41
C -4.192312 2.334032 -1.853981 0.01 0.26 -0.75
C -3.185937 2.028195 -2.806239 -0.70 -0.23 0.63
C -2.182916 1.160615 -2.352837 -0.24 0.68 -2.40
N -2.116453 0.639525 -1.157074 1.04 -0.89 0.57
C -1.931012 -2.270963 3.657765 0.58 -1.36 -0.12
H 0.019856 -5.006586 3.347974 0.16 -0.08 0.45
H -2.352633 0.241949 3.492710 0.24 -0.11 0.63
H -0.642571 0.651141 3.579608 0.45 0.31 -0.22
H -1.395670 1.566463 1.603142 -0.30 -0.38 0.20
H -2.862355 -0.858088 0.937810 -0.41 -0.40 0.23
H -3.613035 0.505265 1.838799 -1.09 0.08 0.06
H -4.936619 1.884687 0.139319 0.30 -0.02 -0.33
H -4.980073 3.085492 -2.097315 0.63 -0.83 0.26
H -3.246633 2.377392 -3.870529 0.30 -0.23 1.35
H -1.403825 0.843631 -3.038527 0.11 0.19 0.13
H -2.835139 -1.908911 4.079620 -0.82 0.13 0.21
Cl 2.329081 0.768029 -4.485344 0.20 -0.07 -0.05
C 1.926197 -0.759937 -3.744581 0.36 0.10 -0.27
C 2.383510 -1.946556 -4.328700 -1.47 -0.21 0.12
C 1.842528 -3.143275 -3.941347 0.44 -0.43 0.25
Cl 2.281118 -4.642626 -4.761234 0.06 0.34 -0.01
C 0.994504 -3.245470 -2.797317 -0.02 -0.06 0.33
C 0.464472 -4.442678 -2.254660 0.35 0.00 -0.57
C -0.291379 -4.417235 -1.118652 0.37 1.25 0.05
C -0.461594 -3.185589 -0.444477 -0.06 0.76 -0.41
N -0.049179 -2.027838 -0.927596 0.99 -0.96 -1.12
C 0.671478 -2.078626 -2.116247 -0.18 2.49 0.59
C 1.084279 -0.719540 -2.654223 -0.69 -1.87 0.81
O 0.642717 0.331724 -2.132844 -0.15 0.75 0.30
H 2.970561 -1.835211 -5.203090 0.68 -0.27 -0.62
H 0.745956 -5.319676 -2.819592 -0.41 -0.43 0.31
H -0.770882 -5.236701 -0.659220 -0.13 -1.14 0.15
H -0.966329 -3.126611 0.512485 -0.11 -0.21 0.04
O 0.125042 2.659989 0.391847 -0.48 -0.70 -0.13
N -0.969610 3.229521 0.026138 0.88 -0.01 0.20
C -0.865502 4.541507 0.033004 0.78 -0.14 0.08
C 0.364707 5.121558 0.498425 1.62 1.46 1.56
N 1.281985 5.616591 1.040041 -1.91 -1.13 -1.48
C -1.978158 5.292108 -0.383920 0.33 -0.51 0.19
N -2.966968 5.740096 -0.737026 -1.06 0.83 -0.41
C 4.302796 3.190240 1.793876 -1.07 2.45 0.38
N 3.808682 2.287841 0.829769 -0.12 -1.10 -2.08
C 4.132108 2.091685 -0.519705 0.34 -0.17 -0.49
C 3.346970 1.033158 -0.932052 0.32 0.15 0.38
N 2.543926 0.577486 0.108326 1.20 1.55 0.17
C 2.885846 1.376021 1.120743 -1.01 -0.96 -0.26
H 5.373592 3.275789 1.714727 0.38 0.12 0.11
H 4.013656 2.744244 2.747867 0.28 0.51 0.14
H 3.795634 4.242355 1.671070 1.01 -1.89 0.33
H 4.913735 2.662935 -1.087668 -1.04 -0.63 0.97
H 3.369424 0.500918 -1.876088 -0.11 0.40 0.12
H 2.438946 1.340374 2.093336 -0.17 -0.18 0.27
```
Forces are in eV/Å.

The calculation puts the molar mass at 966.7 g mol⁻¹. As for the charge: -1.



Molecular formula: C29H21ClF2N3OZn
Method: DFT, ωB97M-V/def2-TZVPD

```
58
Properties=species:S:1:pos:R:3:forces:R:3
Zn -0.537302 0.013128 -0.101226 -0.30 0.46 -0.05
Cl 2.857198 4.943446 4.171092 0.00 -0.01 -0.03
C 2.568633 3.534014 3.166807 0.01 0.02 0.02
C 3.436402 3.269624 2.082863 -0.06 -0.08 -0.06
C 3.263699 2.152656 1.322537 0.11 0.10 0.13
C 2.228228 1.184119 1.600043 -0.29 -0.28 -0.19
O 2.183124 0.085108 0.999925 0.00 0.07 0.07
C 1.264308 1.574103 2.613560 0.15 -0.01 -0.08
C 0.067923 0.854905 2.881366 -0.03 0.13 -0.04
N -0.529064 -0.003755 2.115284 -0.02 -0.22 -0.17
C -1.676723 -0.675722 2.578389 -0.01 0.05 0.08
C -2.322841 -0.472616 3.777791 0.10 0.05 -0.03
C -3.459075 -1.216431 4.144599 -0.05 -0.06 -0.04
C -3.971847 -2.180536 3.324420 -0.03 0.03 0.11
C -3.355936 -2.420382 2.077196 0.07 0.05 -0.05
C -3.840888 -3.376027 1.155671 0.05 0.02 -0.04
C -3.217138 -3.538636 -0.045735 -0.08 -0.06 0.05
C -2.099808 -2.734721 -0.337542 0.05 0.08 -0.05
N -1.624207 -1.848233 0.494430 0.03 -0.09 0.13
C -2.219641 -1.671302 1.702414 -0.03 -0.03 -0.03
C 1.512691 2.714922 3.416514 -0.07 -0.04 0.03
H 4.230848 3.972146 1.862394 0.01 -0.01 0.00
H 3.911463 1.943538 0.480235 0.00 -0.02 0.03
H -0.390597 1.120075 3.836188 -0.01 0.01 0.06
H -1.977090 0.290471 4.461417 -0.01 -0.05 0.02
H -3.933940 -1.010208 5.096505 0.02 0.01 -0.01
H -4.847882 -2.754183 3.607947 0.04 0.03 -0.02
H -4.714723 -3.959653 1.419653 -0.01 -0.02 -0.01
H -3.569397 -4.253753 -0.776424 -0.01 0.00 0.00
H -1.594297 -2.814930 -1.295900 -0.01 0.02 0.03
H 0.829216 2.949592 4.227745 0.03 -0.01 -0.05
N 0.946383 -1.663873 -0.969557 0.42 0.06 0.28
C 1.381610 -1.696272 -2.310297 -0.02 0.10 -0.06
C 1.646184 -2.949713 -2.872036 -0.08 -0.02 0.06
C 2.116613 -3.099179 -4.161888 0.00 0.08 -0.01
C 2.353785 -1.956079 -4.909216 0.02 -0.06 0.01
C 2.070585 -0.714869 -4.364387 -0.08 -0.06 -0.06
C 1.537295 -0.519357 -3.081080 -0.03 -0.04 0.01
C 1.193493 0.875593 -2.613785 0.01 0.15 0.08
C 1.486869 1.943508 -3.483838 0.10 0.02 0.05
C 1.311475 3.267637 -3.123402 -0.07 -0.03 0.00
C 0.795788 3.570889 -1.870797 0.06 -0.05 0.02
C 0.408834 2.524445 -1.049619 0.00 -0.02 -0.02
C 0.576934 1.164888 -1.371725 -0.04 -0.05 -0.11
H 1.545375 -1.064695 -0.383325 -0.14 0.04 -0.11
H 0.956366 -2.587832 -0.556425 0.00 -0.06 -0.05
H 1.487572 -3.827281 -2.250540 0.03 0.04 -0.02
H 2.319860 -4.085058 -4.563178 -0.01 0.02 0.02
H 2.759669 -2.024599 -5.912548 -0.03 0.02 0.05
H 2.273405 0.138735 -4.991894 -0.04 -0.04 0.02
H 1.857972 1.764063 -4.483260 0.05 0.05 0.07
H 1.556836 4.053714 -3.829334 0.03 -0.02 0.03
H 0.682430 4.602469 -1.551577 -0.04 -0.05 -0.02
H -0.061575 2.777070 -0.098840 0.02 0.00 -0.06
F -3.249636 1.061448 0.906495 0.11 -0.06 -0.28
C -2.501454 0.880599 -0.295047 -0.05 -0.32 0.19
F -3.340323 0.036738 -1.081467 0.08 0.16 0.17
H -2.583683 1.856248 -0.787590 0.03 0.01 -0.05
```
Forces are in eV/Å.

The calculation puts the molar mass at 566.3 g mol⁻¹. As for the charge: -1.



Molecular formula: C29H21GeN2O7W
Method: DFT, ωB97M-V/def2-TZVPD

```
61
Properties=species:S:1:pos:R:3:forces:R:3
W 0.146208 0.039095 0.663985 -0.09 0.38 -1.70
O -3.074453 -1.973031 -0.872299 -0.12 0.04 0.14
C -2.017097 -1.462789 -0.803081 0.09 -0.27 -0.16
O -1.427900 -1.062690 0.378994 0.12 0.49 0.52
C -1.055581 -1.227583 -1.916878 0.17 -0.04 0.08
C -1.195203 -1.541241 -3.248484 -0.06 -0.14 -0.15
C -0.094160 -1.338576 -4.080859 0.01 0.01 -0.09
C 1.104103 -0.841739 -3.564902 0.06 -0.11 -0.22
C 1.152255 -0.553791 -2.222049 -0.05 -0.02 0.11
N 0.091019 -0.747483 -1.441125 -0.20 0.60 0.31
C 2.322600 -0.084922 -1.424204 -0.04 -0.04 -0.09
O 3.416483 0.127345 -1.794494 0.07 0.03 0.04
O 1.912842 0.017614 -0.104330 0.17 0.48 0.40
H -2.124953 -1.958152 -3.615355 0.00 0.04 0.01
H -0.162447 -1.587105 -5.133017 -0.01 0.02 0.01
H 1.982969 -0.708348 -4.183377 -0.01 0.04 0.01
Ge 0.980961 -2.540417 0.704178 1.89 -3.41 0.12
C -0.320344 -3.882785 0.733908 -0.23 0.29 0.02
C -1.414059 -3.891208 1.616173 -0.03 -0.20 -0.03
C -2.243298 -4.990372 1.638536 -0.07 -0.03 -0.03
C -2.013334 -6.057834 0.760412 0.02 0.09 0.01
C -0.923722 -6.055231 -0.103606 -0.04 -0.04 -0.07
C -0.089475 -4.952826 -0.150255 -0.03 -0.02 0.13
C 1.899467 -1.961885 2.321505 -0.55 0.42 -0.33
C 2.956712 -1.049575 2.373301 0.34 -0.20 0.07
C 3.677277 -0.959179 3.551584 0.10 -0.06 0.05
C 3.326814 -1.738316 4.651885 -0.09 -0.06 -0.05
C 2.266209 -2.647296 4.577574 0.12 0.00 0.02
C 1.506677 -2.735390 3.429370 -0.14 0.19 0.11
H 2.039947 -2.951584 -0.317984 -0.04 0.45 -0.36
H -1.607293 -3.055177 2.276300 -0.01 0.04 -0.01
H -3.081984 -5.022348 2.321048 -0.01 -0.02 -0.03
H -2.711509 -6.884255 0.733806 0.06 -0.06 0.09
H -0.739064 -6.900333 -0.753118 -0.04 0.01 -0.01
H 0.751647 -4.936794 -0.833103 -0.01 -0.01 -0.04
H 3.283849 -0.486890 1.511761 -0.15 0.08 0.08
H 4.519155 -0.281230 3.602480 0.03 -0.04 0.03
H 3.886542 -1.650978 5.574662 0.00 0.02 -0.01
H 2.030631 -3.288723 5.417002 0.04 0.00 0.00
H 0.693039 -3.444874 3.370031 -0.08 0.07 0.05
O 1.225680 3.598107 1.809432 0.13 0.16 -0.04
C 0.952086 2.721626 2.552604 0.08 -0.06 -0.24
N 0.867968 1.311194 2.099264 -0.69 -0.31 0.14
C 0.081582 0.694899 3.025101 0.22 -0.06 0.71
O -0.424317 -0.402335 2.591965 -0.18 0.49 0.30
C -0.082550 1.432042 4.233280 0.10 0.06 -0.02
C -0.640277 1.114168 5.465634 -0.01 -0.01 -0.03
C -0.620726 2.109783 6.433506 -0.04 -0.02 -0.04
C -0.098587 3.375334 6.153139 0.00 -0.06 0.06
C 0.451124 3.694033 4.905731 0.04 0.20 0.00
C 0.469043 2.700500 3.962178 0.05 -0.19 -0.02
H -1.055095 0.133756 5.662322 -0.01 0.05 0.03
H -1.023861 1.903837 7.416254 0.00 0.05 -0.01
H -0.114775 4.130765 6.928927 0.00 -0.01 -0.02
H 0.845850 4.681425 4.703309 0.00 -0.02 0.00
C -0.652083 2.932758 -1.145892 0.14 0.21 -0.20
C -0.549906 1.777140 -0.277117 0.22 -0.12 0.58
O -1.305194 1.446469 0.641882 -1.20 0.74 -0.17
H -1.695403 3.221117 -1.278608 -0.05 -0.03 -0.03
H -0.121193 2.819201 -2.088092 -0.01 -0.06 0.00
H -0.152936 3.746779 -0.594106 0.05 -0.04 0.02
```
Forces are in eV/Å.

The calculation puts the molar mass at 765.9 g mol⁻¹. As for the charge: +3.



Number 1: orbital gap 0.26029 hartree, energy -3465.0533 hartree. Number 2: orbital gap 0.23588 hartree, energy -3796.5315 hartree. Number 3: orbital gap 0.17118 hartree, energy -3896.8625 hartree.